# 1
This record from OMol25 describes a gas-phase ion, C5H6NO3PS2 (charge -2) in a non-equilibrium geometry. The level of theory is wB97M-V/def2-TZVPD.

The largest force on an atom comes out at 3.9 eV/Å. As for the relative energy (zero: lowest compared OMol25 entry of this formula, charge and spin): 0.0 kJ/mol. Its structure (SMILES) is CSC(SC)=C(C#N)P(=O)([O-])[O-]. The value obtained for the HOMO-LUMO gap is 5.15 eV. The net charge is -2. The LUMO energy comes out at 5.01 eV.

Atoms and positions in Å:
C 0.29991 2.45471 -1.05405
S -0.89745 1.81458 0.07791
C -0.83589 0.06567 -0.22535
S -2.41592 -0.70963 -0.13969
C -1.91451 -1.61115 1.35519
C 0.36126 -0.54204 -0.50339
C 0.36021 -1.73497 -1.13941
N 0.41961 -2.75937 -1.69166
P 1.98217 0.07197 0.35469
O 2.28646 -1.22413 1.01805
O 2.88710 0.67861 -0.67238
O 1.34220 1.09216 1.32269
H 1.03430 3.09854 -0.52780
H -0.24289 3.17616 -1.69228
H 0.76957 1.58761 -1.62831
H -1.84171 -0.98284 2.15524
H -0.88387 -2.13742 1.21741
H -2.71057 -2.33846 1.77313

---

# 2
This record from OMol25 describes C5H6NOP in the gas phase in a non-equilibrium geometry. The level of theory is wB97M-V/def2-TZVPD.

The largest force on an atom comes out at 4.3 eV/Å. As for the relative energy (zero: lowest compared OMol25 entry of this formula, charge and spin): 373.2 kJ/mol. The value obtained for the HOMO-LUMO gap (alpha / beta) is 7.94 / 7.94 eV. The LUMO energy (alpha / beta) comes out at -0.23 / -0.24 eV.

Atoms and positions in Å:
C -0.89575 -1.45387 -1.40377
C -2.16138 -0.34180 0.49629
C -1.26343 0.83684 0.99300
C 1.63037 -0.30001 -1.25774
C -0.09226 -0.04423 0.55215
N -1.00679 -0.80633 -0.22471
O -3.26589 -0.75073 0.66944
P 0.58536 -1.04828 -2.37647
H -1.47667 -2.29723 -1.60292
H -1.53060 1.55147 0.25565
H -1.41289 1.17218 2.12209
H 2.25614 0.49428 -1.70845
H 2.02658 -0.51645 -0.30495
H 0.68935 -0.43254 1.21302

---

# 3
This record from OMol25 describes a molecular structure, C5H6NiO4S in a non-equilibrium geometry. The level of theory is wB97M-V/def2-TZVPD.

The largest force on an atom comes out at 9.6 eV/Å. As for the relative energy (zero: lowest compared OMol25 entry of this formula, charge and spin): 0.0 kJ/mol. The value obtained for the HOMO-LUMO gap (alpha / beta) is 9.49 / 6.77 eV. The net charge is +2. The LUMO energy (alpha / beta) comes out at -9.54 / -12.00 eV. Its spin multiplicity is 3.

Atoms and positions in Å:
O -0.07614 1.97435 -4.15116
C -0.06848 1.31632 -3.19670
Ni -0.08217 0.19371 -1.82069
C 1.59258 -0.37748 -2.33388
C -1.73444 -0.36852 -2.34827
O 2.51829 -1.02857 -2.16482
O -2.66204 -1.00716 -2.12444
C 0.16965 -1.29930 2.44396
S -0.79215 -0.30804 1.26237
C -0.00774 1.28749 1.56131
O -0.23927 -0.70789 -0.14700
H -0.09910 -0.94064 3.44690
H 1.26558 -1.22543 2.33509
H -0.15031 -2.34723 2.33395
H 1.09185 1.29632 1.45794
H -0.44105 2.01366 0.85491
H -0.28505 1.52842 2.59052

---

# 4
This record from OMol25 describes a molecular structure, C5H6O in a non-equilibrium geometry. The level of theory is wB97M-V/def2-TZVPD.

The largest force on an atom comes out at 2.3 eV/Å. As for the relative energy (zero: lowest compared OMol25 entry of this formula, charge and spin): 447.0 kJ/mol. The value obtained for the HOMO-LUMO gap is 9.71 eV. The LUMO energy comes out at 1.06 eV.

Atoms and positions in Å:
C 0.45160 -0.57909 0.98436
C 0.40890 -0.86454 -0.49421
C -0.71177 -0.10909 -1.05621
C 0.20498 0.91432 -0.65815
O -1.63906 0.41059 0.31531
C -0.32011 0.73590 0.76144
H -0.03152 -1.32730 1.62002
H 1.47556 -0.39157 1.32565
H 0.82860 -1.77845 -0.95529
H -1.00359 -0.30863 -2.10326
H 0.50885 1.81139 -1.20223
H -0.21171 1.49730 1.54527